[1]
Here is a 11-piece molecular cluster, C24H66F3O12 overall in a non-equilibrium geometry from OMol25. Energies are from ωB97M-V with the def2-TZVPD basis set.

```
! RIJCOSX wB97M-V def2-TZVPD def2/J DEFGRID3
* xyz -1 1
C 0.169 -1.371 1.146
O 0.397 -1.035 -0.230
O 0.944 -2.358 1.513
C 0.354 -0.118 2.022
F -0.718 0.738 1.934
F 0.539 -0.380 3.305
F 1.401 0.642 1.614
C -0.532 -0.177 -0.822
C -0.130 -0.013 -2.282
H -0.885 0.644 -2.736
H 0.849 0.454 -2.399
H -0.094 -0.957 -2.825
H -0.575 0.828 -0.393
H -1.554 -0.588 -0.824
H -0.908 -1.675 1.231
C -5.021 -1.515 -1.685
C -4.195 -0.287 -2.043
O -4.899 0.575 -2.950
H -4.562 -2.065 -0.861
H -5.037 -2.213 -2.528
H -6.053 -1.260 -1.448
H -3.257 -0.601 -2.501
H -3.962 0.270 -1.129
H -5.321 1.270 -2.441
C 3.322 3.235 0.137
C 2.116 3.343 -0.763
O 2.437 4.247 -1.840
H 4.164 2.844 -0.440
H 3.171 2.517 0.938
H 3.545 4.223 0.542
H 1.262 3.731 -0.194
H 1.847 2.364 -1.173
H 1.668 4.259 -2.416
C -1.405 -2.772 4.770
C -1.185 -3.834 3.714
O 0.186 -4.082 3.493
H -0.994 -3.099 5.727
H -2.467 -2.533 4.883
H -0.872 -1.854 4.521
H -1.706 -3.588 2.776
H -1.608 -4.794 4.032
H 0.515 -3.478 2.781
C -3.666 -0.404 2.530
C -3.707 1.101 2.658
O -5.032 1.530 2.361
H -4.336 -0.899 3.233
H -2.655 -0.769 2.713
H -3.942 -0.730 1.524
H -2.993 1.556 1.968
H -3.389 1.367 3.674
H -5.013 2.479 2.206
C 4.329 -0.037 1.314
C 5.540 -0.816 1.770
O 5.450 -2.153 1.278
H 4.352 0.339 0.291
H 4.095 0.830 1.937
H 3.451 -0.688 1.355
H 5.572 -0.853 2.863
H 6.436 -0.304 1.396
H 6.338 -2.500 1.164
C -2.058 3.288 -0.259
C -2.092 4.171 0.972
O -3.343 4.865 1.074
H -1.062 2.889 -0.445
H -2.323 3.877 -1.143
H -2.781 2.479 -0.161
H -1.280 4.905 0.994
H -2.019 3.561 1.872
H -3.365 5.561 0.412
C 1.955 3.128 3.805
C 0.626 3.857 3.780
O 0.668 5.079 4.528
H 1.853 2.100 3.453
H 2.331 3.099 4.829
H 2.753 3.543 3.182
H -0.118 3.192 4.217
H 0.298 4.091 2.762
H 1.245 5.682 4.053
C -1.459 -5.801 -0.922
C -0.992 -4.383 -0.623
O 0.402 -4.383 -0.402
H -0.982 -6.506 -0.239
H -1.117 -6.106 -1.917
H -2.545 -5.897 -0.904
H -1.520 -4.003 0.258
H -1.220 -3.766 -1.506
H 0.576 -3.707 0.285
C 4.083 1.389 -3.639
C 5.383 0.700 -3.291
O 5.170 0.028 -2.038
H 3.923 2.249 -2.988
H 3.257 0.687 -3.550
H 4.139 1.757 -4.667
H 6.180 1.434 -3.139
H 5.629 -0.054 -4.042
H 5.888 -0.588 -1.871
C -0.541 -2.987 -5.224
C -1.234 -1.921 -6.030
O -0.891 -2.099 -7.408
H -0.553 -2.759 -4.157
H 0.520 -3.054 -5.473
H -0.948 -3.986 -5.382
H -0.886 -0.950 -5.665
H -2.320 -1.984 -5.917
H -1.000 -1.261 -7.865
*
```

The calculation puts the HOMO-LUMO gap at 7.37 eV. The electronic energy comes out at -2156.45652 Ha. The energy above the lowest of the compared OMol25 structures with the same formula, charge and spin is 1.137 eV. The LUMO energy is 2.04 eV.

[2]
Here is a 6-piece molecular cluster, C24H66N6O6 overall in a non-equilibrium geometry from OMol25. Energies are from ωB97M-V with the def2-TZVPD basis set.

```
! RIJCOSX wB97M-V def2-TZVPD def2/J DEFGRID3
* xyz 0 1
C 2.786 -5.561 -5.620
C 4.092 -5.110 -6.253
C 4.492 -3.616 -5.995
O 3.633 -2.898 -6.835
C 2.507 -2.210 -6.260
N 5.012 -5.960 -5.489
H 1.926 -5.157 -6.155
H 2.855 -5.398 -4.545
H 2.681 -6.606 -5.909
H 4.234 -5.196 -7.330
H 5.533 -3.473 -6.285
H 4.436 -3.274 -4.961
H 2.917 -1.452 -5.593
H 1.925 -2.819 -5.568
H 1.822 -1.662 -6.907
H 4.785 -6.914 -5.730
H 5.948 -5.885 -5.861
C 1.209 -3.872 -1.458
C 0.647 -3.982 0.000
C 1.590 -3.356 1.044
O 0.916 -3.523 2.269
C 1.491 -2.835 3.379
N -0.684 -3.425 -0.041
H 0.524 -4.186 -2.246
H 2.092 -4.497 -1.587
H 1.393 -2.812 -1.633
H 0.476 -5.000 0.352
H 1.982 -2.351 0.891
H 2.435 -4.040 1.116
H 2.570 -2.983 3.338
H 1.190 -3.514 4.177
H 1.051 -1.846 3.510
H -0.585 -2.434 -0.210
H -1.006 -3.401 0.916
C 1.124 2.056 0.459
C 0.049 1.036 0.015
C 0.437 0.353 -1.292
O 0.470 1.215 -2.410
C 1.004 0.606 -3.616
N -0.134 0.060 1.147
H 2.019 1.455 0.617
H 0.867 2.679 1.316
H 1.361 2.712 -0.378
H -0.908 1.550 -0.080
H -0.329 -0.383 -1.536
H 1.390 -0.163 -1.175
H 0.469 1.027 -4.468
H 0.862 -0.473 -3.687
H 2.078 0.736 -3.744
H -0.152 0.645 1.971
H -0.994 -0.466 1.081
C -3.653 -3.235 2.976
C -2.960 -2.277 3.944
C -3.215 -0.789 3.778
O -2.675 -0.299 2.555
C -3.411 0.758 2.082
N -3.381 -2.571 5.266
H -4.694 -2.961 3.146
H -3.473 -4.284 3.209
H -3.525 -2.891 1.949
H -1.877 -2.396 3.907
H -2.713 -0.165 4.518
H -4.273 -0.545 3.871
H -2.947 0.910 1.107
H -3.328 1.698 2.626
H -4.473 0.514 2.062
H -4.326 -2.923 5.216
H -2.781 -3.364 5.445
C -2.693 4.746 0.492
C -1.998 4.495 -0.809
C -2.951 3.682 -1.731
O -2.369 3.143 -2.935
C -2.806 1.809 -3.213
N -1.651 5.752 -1.440
H -1.914 5.184 1.116
H -2.878 3.808 1.016
H -3.544 5.427 0.486
H -1.153 3.846 -0.578
H -3.737 4.238 -2.242
H -3.416 2.893 -1.139
H -2.233 1.477 -4.079
H -3.890 1.775 -3.322
H -2.506 1.166 -2.386
H -0.968 6.301 -0.938
H -1.220 5.687 -2.351
C 1.500 2.373 4.486
C 1.458 3.849 3.978
C 0.127 4.634 4.178
O -0.046 5.771 3.328
C -1.278 6.439 3.458
N 2.602 4.498 4.633
H 2.491 1.921 4.463
H 0.670 1.733 4.187
H 1.478 2.361 5.576
H 1.717 3.977 2.927
H -0.039 5.057 5.168
H -0.738 3.997 3.995
H -1.290 6.914 4.439
H -2.070 5.702 3.325
H -1.359 7.108 2.602
H 3.486 4.166 4.275
H 2.431 5.493 4.640
*
```

The calculation puts the HOMO-LUMO gap at 9.69 eV. The electronic energy comes out at -1733.74920 Ha. The SMILES is COC[C@H](C)N.COC[C@H](C)N.COC[C@H](C)N.COC[C@H](C)N.COC[C@H](C)N.COC[C@H](C)N. The energy above the lowest of the compared OMol25 structures with the same formula, charge and spin is 3.998 eV. The LUMO energy is 0.66 eV.

[3]
Here is a 6-piece molecular cluster, C24H66N6O6 overall in a non-equilibrium geometry from OMol25. Energies are from ωB97M-V with the def2-TZVPD basis set.

```
! RIJCOSX wB97M-V def2-TZVPD def2/J DEFGRID3
* xyz 0 1
C 0.803 -0.155 -4.096
C 1.442 -0.008 -5.463
C 2.179 1.382 -5.533
O 1.197 2.431 -5.633
C 0.762 2.775 -6.878
N 2.338 -1.222 -5.434
H 0.089 0.657 -3.963
H 1.463 0.058 -3.255
H 0.215 -1.072 -4.056
H 0.683 0.020 -6.245
H 2.898 1.329 -6.351
H 2.648 1.721 -4.610
H 0.243 1.980 -7.413
H 1.622 3.107 -7.460
H 0.144 3.672 -6.887
H 1.795 -1.999 -5.782
H 2.572 -1.546 -4.506
C -6.253 -0.895 0.884
C -4.829 -0.546 0.386
C -4.929 0.277 -0.924
O -5.606 -0.504 -1.896
C -6.083 0.125 -3.127
N -4.018 0.146 1.349
H -6.244 -1.416 1.842
H -6.732 -1.526 0.136
H -6.846 0.017 0.946
H -4.290 -1.427 0.037
H -3.977 0.645 -1.306
H -5.431 1.240 -0.836
H -5.251 0.333 -3.800
H -6.717 0.986 -2.915
H -6.603 -0.675 -3.653
H -3.085 0.370 1.034
H -4.406 1.073 1.452
C 2.619 2.571 -1.493
C 2.358 1.361 -0.564
C 3.557 0.896 0.163
O 4.188 1.929 0.818
C 5.168 1.521 1.757
N 1.220 1.773 0.267
H 3.035 3.272 -0.770
H 1.767 2.877 -2.101
H 3.482 2.363 -2.125
H 2.016 0.495 -1.130
H 4.003 0.180 -0.528
H 3.131 0.289 0.962
H 6.076 1.214 1.239
H 4.863 0.724 2.435
H 5.570 2.401 2.259
H 1.609 2.159 1.115
H 0.673 2.502 -0.167
C -0.135 -8.460 1.319
C 0.895 -8.282 2.392
C 1.045 -6.822 2.895
O 2.002 -6.927 3.953
C 2.487 -5.639 4.242
N 0.480 -9.052 3.503
H 0.122 -7.904 0.417
H -1.114 -8.156 1.691
H -0.259 -9.520 1.097
H 1.914 -8.491 2.066
H 0.076 -6.437 3.212
H 1.337 -6.180 2.064
H 2.989 -5.255 3.354
H 3.144 -5.556 5.107
H 1.677 -4.971 4.533
H -0.469 -8.902 3.814
H 1.161 -8.901 4.233
C -1.355 -1.152 -1.278
C -1.186 -1.056 0.252
C -0.015 -1.791 0.920
O -0.270 -2.339 2.146
C 0.928 -2.543 2.946
N -1.070 0.349 0.667
H -0.598 -0.669 -1.896
H -2.340 -0.766 -1.542
H -1.466 -2.187 -1.602
H -2.114 -1.410 0.702
H 0.897 -1.216 0.762
H 0.316 -2.624 0.300
H 1.551 -3.304 2.478
H 0.842 -2.711 4.020
H 1.355 -1.546 3.060
H -0.144 0.623 0.369
H -1.018 0.415 1.674
C 0.219 8.559 2.781
C 0.615 7.134 2.677
C -0.307 6.227 1.846
O -0.132 4.854 2.131
C -1.189 3.982 1.737
N 1.953 7.153 2.130
H -0.049 8.720 1.737
H 1.006 9.169 3.224
H -0.631 8.777 3.428
H 0.560 6.673 3.663
H -0.063 6.287 0.785
H -1.330 6.552 2.036
H -1.132 3.805 0.663
H -2.191 4.361 1.942
H -1.186 3.044 2.293
H 2.506 7.849 2.610
H 2.559 6.357 2.267
*
```

The calculation puts the HOMO-LUMO gap at 9.02 eV. The electronic energy comes out at -1733.72492 Ha. The SMILES is COC[C@H](C)N.COC[C@H](C)N.COC[C@H](C)N.COC[C@H](C)N.COC[C@H](C)N.COC[C@H](C)N. The energy above the lowest of the compared OMol25 structures with the same formula, charge and spin is 4.658 eV. The LUMO energy is 0.47 eV.

[4]
Here is a 6-piece molecular cluster, C24H66N6O6 overall in a non-equilibrium geometry from OMol25. Energies are from ωB97M-V with the def2-TZVPD basis set.

```
! RIJCOSX wB97M-V def2-TZVPD def2/J DEFGRID3
* xyz 0 1
C -1.706 0.799 -5.453
C -1.812 1.609 -4.149
C -1.976 3.084 -4.431
O -0.884 3.595 -5.172
C 0.219 3.950 -4.375
N -2.925 1.130 -3.317
H -0.906 1.199 -6.082
H -2.623 0.855 -6.043
H -1.465 -0.235 -5.206
H -0.912 1.344 -3.585
H -2.145 3.657 -3.513
H -2.841 3.188 -5.095
H 0.561 3.154 -3.702
H 0.012 4.814 -3.727
H 1.006 4.217 -5.076
H -3.816 1.293 -3.770
H -2.820 0.145 -3.116
C 1.703 -2.065 -0.320
C 1.354 -1.132 -1.457
C 0.709 0.147 -0.943
O -0.575 -0.132 -0.471
C -1.282 1.066 -0.146
N 2.605 -0.751 -2.132
H 2.219 -1.496 0.466
H 2.339 -2.927 -0.516
H 0.825 -2.475 0.197
H 0.650 -1.654 -2.114
H 0.662 0.876 -1.767
H 1.366 0.572 -0.167
H -2.236 0.716 0.242
H -1.457 1.671 -1.039
H -0.678 1.607 0.589
H 2.618 0.235 -2.362
H 2.885 -1.263 -2.954
C 3.168 -7.920 2.983
C 4.486 -7.246 2.695
C 4.508 -5.796 3.114
O 3.346 -5.144 2.640
C 3.329 -3.797 3.013
N 5.590 -7.932 3.393
H 2.374 -7.568 2.324
H 2.773 -7.683 3.978
H 3.251 -9.006 2.926
H 4.660 -7.279 1.608
H 5.420 -5.298 2.755
H 4.492 -5.744 4.215
H 3.354 -3.682 4.104
H 2.491 -3.280 2.551
H 4.218 -3.259 2.639
H 6.457 -7.424 3.239
H 5.746 -8.821 2.927
C 1.108 1.211 3.300
C 0.064 1.919 4.110
C 0.633 2.505 5.394
O -0.376 3.238 6.046
C 0.059 3.806 7.251
N -0.554 3.011 3.336
H 0.620 0.652 2.497
H 1.647 0.470 3.900
H 1.843 1.889 2.869
H -0.695 1.207 4.472
H 1.490 3.160 5.151
H 1.048 1.721 6.042
H -0.786 4.200 7.805
H 0.783 4.621 7.097
H 0.602 3.060 7.850
H -1.101 3.525 4.022
H -1.213 2.633 2.665
C 4.724 2.461 -1.785
C 5.148 1.406 -2.801
C 4.803 1.729 -4.237
O 3.393 1.847 -4.294
C 2.880 1.859 -5.582
N 6.601 1.215 -2.662
H 3.635 2.477 -1.689
H 5.105 3.443 -2.061
H 5.043 2.167 -0.782
H 4.622 0.497 -2.490
H 5.074 0.863 -4.858
H 5.339 2.628 -4.560
H 3.354 2.615 -6.223
H 1.842 2.204 -5.585
H 2.863 0.861 -6.034
H 6.938 0.392 -3.146
H 6.826 1.109 -1.682
C -10.079 -0.557 0.367
C -9.110 -0.138 1.466
C -7.970 0.702 0.990
O -6.962 -0.150 0.466
C -5.795 0.549 0.111
N -9.893 0.627 2.495
H -9.571 -1.177 -0.378
H -10.485 0.304 -0.167
H -10.891 -1.171 0.758
H -8.796 -1.076 1.939
H -7.529 1.240 1.840
H -8.313 1.415 0.231
H -5.920 0.993 -0.885
H -4.981 -0.175 0.076
H -5.517 1.338 0.819
H -9.291 0.783 3.298
H -10.599 -0.020 2.835
*
```

The calculation puts the HOMO-LUMO gap at 9.70 eV. The electronic energy comes out at -1733.85112 Ha. The SMILES is COC[C@H](C)N.COC[C@H](C)N.COC[C@H](C)N.COC[C@H](C)N.COC[C@H](C)N.COC[C@H](C)N. The energy above the lowest of the compared OMol25 structures with the same formula, charge and spin is 1.224 eV. The LUMO energy is 0.69 eV.